i) DFT (ωB97M-V/def2-TZVPD) results for a 2-piece molecular cluster, C4H11NS2 overall.

Structure (XYZ):
```
18
Properties=species:S:1:pos:R:3
C 1.39 -1.02 -1.88
C -1.57 1.09 1.89
C 0.13 -1.48 -1.49
C -0.69 0.16 1.06
N -0.54 0.61 -0.24
S 0.84 0.04 2.21
S 0.62 1.73 -0.49
H 2.35 -1.50 -1.62
H 1.66 -0.84 -2.92
H 1.37 0.07 -1.31
H -1.73 0.67 2.92
H -1.06 2.15 2.12
H -2.46 1.40 1.38
H -0.91 -1.41 -1.97
H 0.10 -2.19 -0.59
H -1.07 -0.76 1.01
H 1.43 -1.03 1.61
H 0.13 2.30 -1.68
```

The orbital gap (alpha / beta) is 7.37 / 8.23 eV. Its HOMO energy (alpha / beta) is -7.65 / -7.96 eV.



ii) DFT (ωB97M-V/def2-TZVPD) results for an isolated molecule of C4H11NS2.

Structure (XYZ):
```
18
Properties=species:S:1:pos:R:3
C -2.44 1.65 1.12
C -1.00 1.59 1.75
S 0.23 0.48 0.95
S -0.93 -0.52 -0.54
C 0.35 -1.75 -1.26
C 1.86 -1.46 -0.81
N 2.46 -0.43 -1.62
H -2.23 1.80 0.10
H -3.25 2.19 1.69
H -2.75 0.66 1.22
H -1.06 1.22 2.83
H -0.49 2.62 1.73
H 0.21 -1.79 -2.36
H 0.03 -2.79 -0.98
H 2.39 -2.43 -1.09
H 1.76 -1.39 0.27
H 1.73 0.20 -2.00
H 3.12 0.17 -1.02
```

The orbital gap is 8.26 eV. Its HOMO energy is -7.79 eV. The SMILES is CCSSCCN.



Least stable of them? i).



i) DFT (ωB97M-V/def2-TZVPD) results for a 2-piece molecular cluster, C4H11NS2 overall.

Structure (XYZ):
```
18
Properties=species:S:1:pos:R:3
C 0.57 -1.23 -1.18
C 1.07 -0.56 -0.14
N 1.89 0.57 -0.23
C 2.92 0.73 0.78
H 0.87 -0.99 -2.19
H -0.14 -2.03 -1.04
H 0.89 -0.84 0.89
H 2.26 0.65 -1.17
H 3.56 1.57 0.51
H 2.49 1.07 1.73
H 3.50 -0.18 0.93
C -3.03 -0.46 0.87
S -3.92 0.78 -0.14
S -2.56 1.03 -1.66
H -2.98 -1.34 0.24
H -3.58 -0.61 1.79
H -2.03 -0.12 1.10
H -1.79 1.97 -1.09
```

The orbital gap is 8.93 eV. Its HOMO energy is -8.21 eV. The SMILES is C=CNC.CSS.



ii) DFT (ωB97M-V/def2-TZVPD) results for a 2-piece molecular cluster, C4H11NS2 overall.

Structure (XYZ):
```
18
Properties=species:S:1:pos:R:3
C 0.88 -1.37 0.36
C 0.63 -2.66 0.54
N -0.58 -3.30 0.19
H 0.09 -0.71 0.02
H 1.88 -0.99 0.49
H 1.39 -3.34 0.91
H -1.23 -2.62 -0.18
H -1.00 -3.77 0.98
C 0.96 2.59 0.36
C -0.40 2.00 -0.04
S -0.28 1.50 -1.82
S -2.21 0.91 -2.16
H 1.32 3.27 -0.40
H 1.70 1.79 0.44
H 0.91 3.11 1.31
H -1.17 2.77 0.04
H -0.65 1.16 0.59
H -2.22 -0.34 -1.64
```

The orbital gap is 9.25 eV. Its HOMO energy is -8.74 eV. The SMILES is C=CN.CCSS.



iii) DFT (ωB97M-V/def2-TZVPD) results for an isolated molecule of C4H11NS2.

Structure (XYZ):
```
18
Properties=species:S:1:pos:R:3
C -3.71 -0.39 1.61
C -2.19 -0.39 1.88
N -1.55 0.11 0.65
C -0.30 0.80 1.03
C 0.71 1.26 -0.12
S 0.80 0.09 -1.61
S 2.75 -0.80 -1.09
H -4.07 0.37 0.89
H -4.27 -0.39 2.50
H -3.96 -1.36 1.12
H -1.80 -1.38 2.28
H -2.08 0.47 2.65
H -1.50 -0.63 -0.06
H -0.52 1.81 1.46
H 0.23 0.11 1.68
H 0.30 2.21 -0.43
H 1.62 1.38 0.43
H 3.03 0.23 -0.35
```

The orbital gap is 8.51 eV. Its HOMO energy is -8.46 eV. The SMILES is CCNCCSS.



Least stable of them? iii).



i) DFT (ωB97M-V/def2-TZVPD) results for an isolated molecule of C4H11NS2.

Structure (XYZ):
```
18
Properties=species:S:1:pos:R:3
C 2.81 -0.63 -0.83
N 1.66 -0.55 0.06
C 0.38 -0.70 -0.64
C -0.79 -0.50 0.32
C -1.06 0.95 0.76
S -2.41 1.66 -0.29
S -4.09 0.80 0.49
H 2.84 0.15 -1.60
H 2.80 -1.60 -1.32
H 3.71 -0.55 -0.21
H 1.66 0.28 0.64
H 0.38 -1.64 -1.17
H 0.29 0.15 -1.34
H -1.66 -1.05 -0.02
H -0.54 -1.04 1.25
H -1.32 0.97 1.81
H -0.25 1.66 0.58
H -4.42 1.64 1.49
```

The orbital gap is 9.32 eV. Its HOMO energy is -8.73 eV. The SMILES is CNCCCSS.



ii) DFT (ωB97M-V/def2-TZVPD) results for a 2-piece molecular cluster, C4H11NS2 overall.

Structure (XYZ):
```
18
Properties=species:S:1:pos:R:3
C 2.03 -0.39 1.66
N 1.23 0.35 0.99
C 1.60 1.73 0.69
H 1.72 -1.41 1.96
H 2.96 0.00 2.11
H 2.48 2.09 1.29
H 0.77 2.43 0.89
H 1.89 1.83 -0.40
C -2.63 1.01 -1.78
S -1.07 0.17 -1.51
S -1.50 -1.00 0.15
C -0.33 -2.38 -0.05
H -3.36 0.24 -2.00
H -2.93 1.69 -0.94
H -2.49 1.61 -2.69
H 0.68 -2.01 -0.09
H -0.52 -3.09 0.74
H -0.55 -2.87 -1.01
```

The orbital gap is 8.34 eV. Its HOMO energy is -7.51 eV. The SMILES is C=NC.CSSC.



Least stable of them? ii).



i) DFT (ωB97M-V/def2-TZVPD) results for an isolated molecule of C6H14O.

Structure (XYZ):
```
21
Properties=species:S:1:pos:R:3
C -3.20 0.38 -0.21
C -2.00 -0.31 0.44
C -0.76 -0.26 -0.44
C 0.50 -0.75 0.28
C 1.77 -0.69 -0.57
O 2.89 -0.39 0.23
C 3.02 0.99 0.47
H -4.08 0.36 0.44
H -3.46 -0.10 -1.16
H -2.97 1.43 -0.43
H -1.78 0.17 1.40
H -2.25 -1.35 0.67
H -0.93 -0.85 -1.36
H -0.58 0.77 -0.77
H 0.35 -1.77 0.65
H 0.67 -0.13 1.16
H 1.98 -1.65 -1.04
H 1.66 0.06 -1.38
H 3.51 1.49 -0.38
H 3.62 1.12 1.37
H 2.04 1.48 0.63
```

The orbital gap is 10.75 eV. Its HOMO energy is -9.63 eV. The SMILES is CCCCCOC.



ii) DFT (ωB97M-V/def2-TZVPD) results for a 2-piece molecular cluster, C6H14O overall.

Structure (XYZ):
```
21
Properties=species:S:1:pos:R:3
C -0.26 1.59 1.18
C -0.15 0.28 0.99
C 1.23 -0.37 0.91
C 2.13 0.00 2.08
C -1.26 -0.59 0.47
C -2.69 -0.05 0.51
H 0.56 2.29 1.24
H -1.21 2.09 1.33
H 1.65 -0.18 -0.08
H 1.03 -1.43 0.90
H 2.38 1.06 2.05
H 2.96 -0.69 2.17
H 1.57 -0.13 3.01
H -1.23 -1.53 1.03
H -1.02 -0.87 -0.56
H -2.96 0.19 1.54
H -3.35 -0.76 0.04
H -2.74 0.90 -0.04
O 0.71 -0.63 -4.87
H 1.64 -0.38 -4.78
H 0.65 -1.23 -5.61
```

The orbital gap is 9.93 eV. Its HOMO energy is -9.08 eV. The SMILES is C=C(CC)CC.O.



Least stable of them? ii).